The following is a quantum chemistry calculation of one molecule with the formula C4H4OS at a distorted geometry, from OMol25.

Each atom is followed by the atoms it is bonded to, with distances in Å.
Geometry (Å):
1 C -0.9778 0.1343 -1.8101  C2 1.420, H7 1.200
2 C -1.3413 -0.1313 -0.4639  C1 1.420, C3 1.435
3 C -1.1829 -0.2755 0.9546  C2 1.435, S4 1.758, O5 1.429
4 S -2.1216 0.2366 2.3497  C3 1.758
5 O 0.2177 -0.3093 1.2372  C3 1.429, C6 1.488
6 C 1.3451 -0.1601 0.2781  O5 1.488, H8 1.101, H9 1.226, H10 1.098
7 H -0.8420 0.8473 -2.7658  C1 1.200
8 H 1.1446 -0.9107 -0.5020  C6 1.101
9 H 1.5454 0.9561 -0.1890  C6 1.226
10 H 2.2127 -0.3872 0.9111  C6 1.098

**Structure (SMILES)**: C#CC(=S)OC
**Multiplicity**: 1
**Molecular weight**: 100.1 g mol⁻¹
**Energy**: -17089.082 eV
**Orbital gap**: 7.375 eV
**LUMO energy**: -1.64 eV
**Relative energy (zero: lowest compared OMol25 entry of this formula, charge and spin)**: 585.04 kJ/mol

Atom charges from the natural (NBO) analysis, given in e for atoms 1 to 4:
1 C -0.19
2 C -0.09
3 C 0.15
4 S -0.01